Record 1
A cluster of 2 separate species, C4H13N3O in total at a distorted geometry, computed with the ωB97M-V functional and the def2-TZVPD basis.

As for the SMILES: CC(C)N.C=NON. As for the maximum force: 2.939 eV/Å. Its HOMO energy is -0.3211 Eh. The total energy comes out at -10872.68033 eV. Its energy above the lowest of the compared OMol25 structures with the same formula, charge and spin is 115.2 kcal per mole. The gap between HOMO and LUMO comes out at 9.77 eV.

The geometry in ORCA input format:
```
! RIJCOSX wB97M-V def2-TZVPD def2/J DEFGRID3
* xyz 0 1
C 1.29980 1.00139 0.11032
C -0.35682 1.23593 0.26659
C -0.74818 1.13002 1.72762
N -0.77132 2.49087 -0.28318
H 1.54190 1.16350 -0.93675
H 1.77929 0.13694 0.55693
H 1.71675 1.81620 0.69948
H -0.82286 0.44468 -0.32233
H -1.83569 1.11735 1.83099
H -0.34194 0.20581 2.14380
H -0.35272 1.98477 2.28264
H -0.36555 3.27472 0.21542
H -0.54418 2.57570 -1.26680
C -0.20826 -2.33988 -2.49606
N -0.37364 -2.55833 -1.27478
O 0.46426 -1.71979 -0.35059
N 0.28847 -2.15635 0.97113
H -0.78806 -2.91877 -3.19611
H 0.45745 -1.58375 -2.88680
H 0.67952 -3.09170 1.06093
H -0.71822 -2.20929 1.14757
*
```

---

Record 2
The molecule C4H13N3O at a distorted geometry, computed with the ωB97M-V functional and the def2-TZVPD basis.

As for the SMILES: NCNCCNCO. As for the maximum force: 6.080 eV/Å. Its HOMO energy is -0.3116 Eh. The total energy comes out at -10873.83312 eV. Its energy above the lowest of the compared OMol25 structures with the same formula, charge and spin is 88.7 kcal per mole. The gap between HOMO and LUMO comes out at 9.48 eV.

The geometry in ORCA input format:
```
! RIJCOSX wB97M-V def2-TZVPD def2/J DEFGRID3
* xyz 0 1
N 1.67418 -2.51436 -1.74549
C 1.68281 -2.14495 -0.29438
N 1.57281 -0.58656 -0.39417
C 0.82773 0.00642 0.70579
C -0.55410 0.21686 0.34173
N -0.85900 1.60328 0.61526
C -2.23263 1.89617 0.39166
O -2.54831 2.90451 1.34769
H 2.45252 -2.29582 -2.27237
H 0.96617 -3.09595 -2.14950
H 2.55182 -2.47008 0.17644
H 0.69657 -2.38854 0.20911
H 0.99194 -0.42654 -1.28274
H 1.41999 0.92470 0.80461
H 0.94275 -0.46276 1.66942
H -1.33515 -0.28955 1.02901
H -0.78424 -0.17038 -0.64392
H -0.23442 2.26103 0.10277
H -2.94622 1.12727 0.61518
H -2.45356 2.25355 -0.71396
H -1.83167 3.65172 1.48784
*
```

---

Record 3
A cluster of 2 separate species, C4H13N3O in total at a distorted geometry, computed with the ωB97M-V functional and the def2-TZVPD basis.

As for the SMILES: CC(C)(N)O.[H]/N=N\C. As for the maximum force: 2.637 eV/Å. Its HOMO energy is -0.3134 Eh. The total energy comes out at -10874.76941 eV. Its energy above the lowest of the compared OMol25 structures with the same formula, charge and spin is 67.1 kcal per mole. The gap between HOMO and LUMO comes out at 8.68 eV.

The geometry in ORCA input format:
```
! RIJCOSX wB97M-V def2-TZVPD def2/J DEFGRID3
* xyz 0 1
C -0.19714 1.00038 0.98075
C -1.26201 -0.20129 0.52646
C -2.55438 -0.00592 1.31714
N -1.54865 -0.13972 -0.88389
O -0.72839 -1.43297 0.83881
H -0.52127 1.97134 0.60716
H 0.82732 0.80651 0.68171
H -0.20908 1.00395 2.06503
H -3.26406 -0.77428 1.02013
H -2.98938 0.97345 1.12322
H -2.34866 -0.11076 2.37765
H -0.70025 -0.21621 -1.43490
H -2.01112 0.72577 -1.12913
H 0.08165 -1.63217 0.21977
H 2.45379 -1.91673 -0.44355
N 1.53659 -1.55222 -0.78247
N 1.54254 -0.43163 -1.27897
C 2.75247 0.32393 -1.41017
H 2.59080 1.30251 -0.95362
H 2.92078 0.48181 -2.47901
H 3.62844 -0.17574 -0.96213
*
```

---

Record 4
A cluster of 2 separate species, C4H13N3O2 in total at a distorted geometry, computed with the ωB97M-V functional and the def2-TZVPD basis.

As for the SMILES: CC(=O)N(C)N.CNO. As for the maximum force: 2.966 eV/Å. Its HOMO energy is -0.3034 Eh. The total energy comes out at -12920.01892 eV. Its energy above the lowest of the compared OMol25 structures with the same formula, charge and spin is 109.8 kcal per mole. The gap between HOMO and LUMO comes out at 9.01 eV.

The geometry in ORCA input format:
```
! RIJCOSX wB97M-V def2-TZVPD def2/J DEFGRID3
* xyz 0 1
C -1.20969 -1.40080 -0.49892
C -0.38394 -0.65210 0.52504
O -0.59594 -0.82689 1.73593
N 1.08571 -0.41259 0.08257
C 2.11438 -0.54188 1.11204
N 1.46782 -0.77558 -1.23479
H -1.10784 -2.47190 -0.31231
H -2.25558 -1.12817 -0.34645
H -0.93826 -1.19803 -1.53270
H 2.94609 0.12108 0.86108
H 1.72865 -0.24911 2.08778
H 2.46622 -1.57701 1.16396
H 2.17965 -0.11503 -1.54580
H 1.89875 -1.70045 -1.22941
C -1.62777 1.78984 -0.87759
N -0.61085 1.47214 0.11208
O -1.09117 1.88214 1.39142
H -2.56126 1.26571 -0.65081
H -1.28532 1.47792 -1.86580
H -1.83344 2.86167 -0.88775
H 0.45480 1.04670 -0.07630
H -0.84102 1.13235 1.98671
*
```

---

Record 5
A cluster of 2 separate species, C4H13N3S in total at a distorted geometry, computed with the ωB97M-V functional and the def2-TZVPD basis.

As for the SMILES: N/C=C/N.NCCS. As for the maximum force: 2.570 eV/Å. Its HOMO energy is -0.3255 Eh. The total energy comes out at -19662.99548 eV. Its energy above the lowest of the compared OMol25 structures with the same formula, charge and spin is 42.1 kcal per mole. The gap between HOMO and LUMO comes out at 9.76 eV.

The geometry in ORCA input format:
```
! RIJCOSX wB97M-V def2-TZVPD def2/J DEFGRID3
* xyz 0 1
N 0.55614 0.89667 -3.17265
C -0.40964 0.71709 -2.11406
C -1.62471 0.22960 -2.26793
N -2.58447 -0.13991 -1.22612
H 1.50206 0.77300 -2.81400
H 0.47936 1.80390 -3.56602
H 0.00167 0.79014 -1.13247
H -2.06841 0.10841 -3.28848
H -2.75274 -1.12932 -1.22381
H -3.49533 0.22278 -1.45002
N -0.62792 0.12127 2.52509
C 0.32804 -0.60736 1.69816
C 1.75063 -0.36989 2.24750
S 3.04056 -0.83801 0.95242
H -1.43690 0.45846 2.00980
H -0.97660 -0.44621 3.28009
H 0.27391 -0.26570 0.69136
H 0.15464 -1.69976 1.62667
H 1.84849 0.69377 2.52804
H 1.87446 -0.98364 3.15311
H 4.16675 -0.33530 1.54331
*
```

---

Record 6
A structure of composition C4H13N4 at a distorted geometry, computed with the ωB97M-V functional and the def2-TZVPD basis.

As for the maximum force: 4.408 eV/Å. Its HOMO energy is -0.4988 Eh. The total energy comes out at -10308.55991 eV. Its energy above the lowest of the compared OMol25 structures with the same formula, charge and spin is 127.5 kcal per mole. The gap between HOMO and LUMO comes out at 9.75 eV.

The geometry in ORCA input format:
```
! RIJCOSX wB97M-V def2-TZVPD def2/J DEFGRID3
* xyz 1 1
C 0.28036 1.28855 1.96864
C -1.58932 -1.34293 -1.06487
C 0.55083 -0.18797 1.66546
C 0.30416 -0.73067 0.27166
N 0.97245 0.84289 -1.33435
N 1.38311 -0.33782 -0.75714
N -0.90331 -0.29848 -0.38147
N -0.82182 0.92416 -0.73306
H -0.79075 1.43474 1.94585
H 0.85553 1.77732 1.23631
H 0.50139 1.75424 3.03025
H -1.44081 -2.32024 -0.52562
H -2.56277 -1.02408 -1.40733
H -1.12422 -1.49813 -2.16241
H 1.47370 -0.51137 2.06139
H -0.19380 -0.72867 2.22965
H 0.52565 -1.81165 0.27183
H 1.10834 0.87156 -2.34057
H 1.35639 1.69975 -0.86796
H 1.51652 -0.98024 -1.56984
H -1.40164 1.17904 -1.53643
*
```

---

Record 7
A cluster of 2 separate species, C4H13N4O in total at a distorted geometry, computed with the ωB97M-V functional and the def2-TZVPD basis.

As for the maximum force: 1.820 eV/Å. Its HOMO energy (spin up / spin down) is -0.1200 / -0.3104 Eh. The total energy comes out at -12365.21163 eV. Its energy above the lowest of the compared OMol25 structures with the same formula, charge and spin is 3.8 kcal per mole. The gap between HOMO and LUMO (spin up / spin down) comes out at 3.96 / 9.05 eV.

The geometry in ORCA input format:
```
! RIJCOSX wB97M-V def2-TZVPD def2/J DEFGRID3
* xyz 0 2
C -2.28328 -1.42840 -0.57249
C -1.43426 0.75567 -1.37040
N -1.21158 -0.50680 -0.86871
N -2.48328 0.99973 -2.24392
N -0.48565 1.73730 -1.14345
H -0.45813 -0.67778 -0.22397
H -1.81976 -2.36083 -0.26613
H -2.90291 -1.64650 -1.43678
H -3.01867 0.17740 -2.47108
H -2.27024 1.56937 -3.05794
H 0.28841 1.49778 -0.53990
H -0.72466 2.70830 -1.19567
H -3.00581 -1.02443 0.15050
C 2.85043 0.72249 2.16785
C 1.87513 -0.23503 1.52117
O 0.70140 0.06395 1.38172
N 2.34597 -1.46609 1.19646
H 3.89858 0.55941 1.94698
H 2.61480 0.67191 3.22618
H 1.66727 -2.14655 0.89099
H 3.31643 -1.68445 1.04827
H 2.53983 1.71354 1.86032
*
```

---

Record 8
A cluster of 2 separate species, C4H13N4O in total at a distorted geometry, computed with the ωB97M-V functional and the def2-TZVPD basis.

As for the maximum force: 4.309 eV/Å. Its HOMO energy is -0.4855 Eh. The total energy comes out at -12360.69819 eV. Its energy above the lowest of the compared OMol25 structures with the same formula, charge and spin is 50.5 kcal per mole. The gap between HOMO and LUMO comes out at 9.67 eV.

The geometry in ORCA input format:
```
! RIJCOSX wB97M-V def2-TZVPD def2/J DEFGRID3
* xyz 1 1
C -3.10660 -1.13538 -2.02699
C -2.03196 0.01547 -1.70378
O -2.05690 0.62732 -0.65306
N -1.14268 0.32525 -2.69997
H -3.26917 -1.04850 -3.10670
H -3.89143 -0.72781 -1.32950
H -0.41569 0.98721 -2.49724
H -1.23781 -0.18135 -3.56313
H -2.92869 -2.16077 -1.76682
C 2.54390 -1.04503 0.86557
C 1.17703 0.73153 1.72701
N 0.94073 1.46067 2.83759
N 2.47050 0.20146 1.69133
N 0.28568 0.91273 0.74727
H 1.63334 1.37884 3.58267
H 0.05117 1.67142 3.25100
H 3.28326 0.78551 1.66377
H 0.35916 0.24113 -0.02615
H -0.68561 0.94197 1.03928
H 1.63972 -1.44959 0.46915
H 3.14756 -1.71839 1.45864
H 3.23450 -0.81367 0.04006
*
```